Formula: C9H12NO2S
Source: OMol25
Level of theory: ωB97M-V with the def2-TZVPD basis set

Computed properties:
- HOMO-LUMO gap (spin up / spin down): 0.235 / 0.202 Ha
- LUMO energy (spin up / spin down): -4.182 / -7.587 eV
- 2S+1: 3
- ⟨S²⟩: 2.024
- Charge: +1

Geometry as XYZ:
```
25
Properties=species:S:1:pos:R:3:forces:R:3:lowdin_charge:R:1
C -3.71662 -0.40319 -0.68845 -0.8 -0.8 2.3 -0.14
C 3.47113 0.17795 -0.54478 -0.4 0.1 0.2 -0.15
H -3.23736 0.17677 -2.65623 -0.1 0.2 -0.2 0.10
H -4.23065 -1.46655 1.06338 -0.1 0.3 0.2 0.13
H 4.54086 -1.60999 -0.27460 0.0 -0.1 0.2 0.07
H -4.76725 -0.18837 -0.82901 -0.1 -0.1 -0.1 0.13
O 1.53356 0.15338 0.94408 0.1 -0.6 0.4 0.01
C 4.22704 -0.82642 -0.94499 0.1 -0.1 0.0 0.04
C -2.88072 -0.21227 -1.72008 0.9 -0.4 -1.2 0.05
H -0.24333 -0.86114 1.57619 -0.3 0.2 0.2 0.17
H -2.22634 -1.68411 2.15947 0.1 -0.3 -0.1 0.15
O 1.10996 2.13272 -0.06380 0.6 0.2 0.0 0.08
C -2.23987 -1.03541 1.29342 3.8 0.5 0.7 0.00
N -1.03252 -0.40626 1.11124 -2.3 -3.7 2.1 0.07
S -1.75205 1.83852 -0.20220 -0.2 1.2 0.0 1.00
H 3.17218 0.96385 -1.22388 0.0 0.1 -0.1 0.10
H 3.37460 -0.45324 1.51310 0.0 0.1 -0.1 0.13
C 0.77378 1.09266 0.44111 -1.8 0.0 -0.2 -0.53
H 4.58202 -0.89310 -1.95847 0.1 0.0 -0.2 0.07
C -0.69473 0.73125 0.52666 2.2 2.6 -2.0 -0.51
C 2.97640 0.32587 0.86274 0.6 0.1 -0.1 -0.12
H -0.70743 2.64442 -0.52695 -0.1 0.0 0.2 -0.04
C -3.39737 -0.96328 0.58802 -2.5 0.6 -2.1 -0.03
H -1.85867 -0.55252 -1.69849 0.2 0.0 0.0 0.08
H 3.22337 1.31846 1.25252 -0.1 -0.2 0.0 0.14
```
Positions in Å, forces in eV/Å.

***

Formula: C9H11NO2
Source: OMol25
Level of theory: ωB97M-V with the def2-TZVPD basis set

Computed properties:
- HOMO-LUMO gap: 0.358 Ha
- LUMO energy: 0.627 eV
- 2S+1: 1
- Structure (SMILES): N[C@@H](Cc1ccccc1)C(=O)O
- ΔE to the lowest compared entry with this formula, charge and spin: 38.3 kcal/mol

Geometry as XYZ:
```
23
Properties=species:S:1:pos:R:3:forces:R:3:lowdin_charge:R:1
H 3.56108 -1.95588 0.82260 -0.1 -0.3 -0.1 0.10
C 0.80898 -0.39663 -0.48797 -1.1 1.3 0.1 -0.22
C -2.73209 -0.32733 0.54803 0.7 -0.2 3.0 -0.39
C 1.16851 0.95038 -0.26909 2.6 -0.3 1.2 -0.04
H 2.74348 2.14285 0.68218 -0.4 -0.2 0.1 0.10
H -0.54864 -0.19462 -2.14086 0.1 0.1 0.6 0.12
H -1.28160 2.14229 0.72382 -0.3 -0.7 -0.4 0.09
N -1.71920 1.89498 -0.16951 0.2 -0.5 -0.4 0.03
H 4.06340 0.28076 1.54935 -0.3 0.0 -0.7 0.11
H -3.63190 -2.07727 0.61778 0.0 0.3 0.6 0.12
H -2.68926 2.15126 -0.13212 -0.2 0.9 0.3 0.07
H 1.48108 -2.45566 -0.50115 -0.3 -0.4 0.1 0.10
C 2.88442 -1.16565 0.53634 -1.1 -2.0 -1.3 -0.10
C -0.60570 -0.44020 -1.05840 -1.5 -1.4 -1.0 -0.09
H -1.08344 -1.48091 -1.08183 1.0 1.3 0.2 0.12
C -1.85060 0.49361 -0.52864 0.8 -1.9 1.7 -0.25
H 0.59470 1.81598 -0.71383 0.7 -1.2 0.9 0.12
O -3.06384 0.01754 1.69979 0.7 -0.2 -3.7 0.06
H -2.44856 0.45093 -1.40928 -0.7 0.2 -0.6 0.12
C 1.69197 -1.45348 -0.18557 0.2 1.5 0.6 -0.02
C 3.22077 0.09562 0.86547 -0.1 1.3 1.3 -0.14
C 2.37585 1.12686 0.49560 -0.9 1.7 -1.6 -0.08
O -2.93939 -1.61542 0.13729 0.1 0.8 -1.0 0.06
```
Positions in Å, forces in eV/Å.

***

Formula: C2H5N2O
Source: OMol25
Level of theory: ωB97M-V with the def2-TZVPD basis set

Computed properties:
- HOMO-LUMO gap: 0.298 Ha
- LUMO energy: -7.412 eV
- 2S+1: 1
- ΔE to the lowest compared entry with this formula, charge and spin: 116.6 kcal/mol
- Charge: +1

Geometry as XYZ:
```
10
Properties=species:S:1:pos:R:3:forces:R:3:lowdin_charge:R:1
H 0.53115 1.26209 0.58518 -1.0 -2.1 -0.6 0.18
H 0.05952 -1.76026 1.20507 0.4 1.6 -1.0 0.17
H -0.50573 1.11333 -1.62346 0.5 2.0 -1.1 0.13
N -0.17720 -0.83936 -1.58238 -1.4 0.2 -0.5 0.21
O 0.40607 -1.54317 -0.79575 2.0 -1.0 -0.2 0.10
C -0.65044 0.34451 -0.94362 -2.2 -1.2 2.2 -0.17
N -0.06766 0.39361 0.37527 2.0 -0.5 0.4 0.02
H -1.85060 0.25431 -0.89255 2.2 -0.3 -0.4 0.23
C 0.60829 -0.97306 0.55296 -3.1 1.5 2.2 -0.02
H 1.61020 -0.93931 0.96238 0.5 0.0 -0.9 0.14
```
Positions in Å, forces in eV/Å.

***

| no. | electronic energy (eV) |
| --- | --- |
| 1 | -25936.744 |
| 2 | -15095.525 |
| 3 | -7170.975 |